No. 1
Computed, not measured: a 5-piece molecular cluster, H11NO4 overall, with ωB97M-V/def2-TZVPD.

The geometry in XYZ format:
```
16
Properties=species:S:1:pos:R:3:forces:R:3
N 2.80434 -1.82614 -0.22546 -0.3 2.0 0.1
H 2.37514 -1.34920 0.58772 0.1 -0.5 -0.5
H 3.31856 -1.04595 -0.67064 -0.4 -0.5 0.0
H 3.54980 -2.34358 0.18269 0.6 -0.9 0.4
O 0.39702 0.28614 -1.68130 -1.7 -0.2 1.0
H 1.06128 -0.38404 -1.42251 -1.0 0.1 0.0
H -0.50746 0.10784 -1.23030 2.7 0.0 -1.1
O -3.29865 -1.09488 0.76162 -3.7 0.3 2.1
H -4.23041 -1.00189 1.30842 3.6 -0.4 -2.2
H -2.89956 -0.23174 0.89777 0.0 0.1 0.0
O -0.59724 -0.93171 3.67480 3.7 -0.3 -1.0
H -1.30418 -0.36577 3.68660 -3.6 1.7 0.5
H 0.01657 -0.27854 3.24434 -0.1 -1.4 0.6
O 0.65631 3.37456 -2.81620 0.2 -1.7 0.8
H 0.82388 2.52842 -2.30257 -0.4 1.3 -0.9
H 0.90651 4.07453 -2.21467 0.1 0.2 0.2
```
Forces are in eV/Å.

Calculated values
SMILES string = N.O.O.O.O
LUMO level = 0.000 Ha
Relative energy (zero: lowest compared OMol25 entry of this formula, charge and spin) = 1.9709 eV
Highest occupied orbital energy = -11.063 eV



No. 2
Computed, not measured: one molecule with the formula C6H13N, with ωB97M-V/def2-TZVPD.

The geometry in XYZ format:
```
20
Properties=species:S:1:pos:R:3:forces:R:3
C -0.10800 2.67956 0.71426 0.9 -0.5 -2.2
C 0.81571 1.39174 0.34563 -1.0 1.0 2.7
N 0.11507 0.08103 0.53712 1.3 1.5 -0.7
C -1.10034 -0.00064 -0.29325 0.0 -0.9 1.1
C -1.20345 -1.48357 -0.70411 1.5 0.3 -2.0
C 0.38997 -1.96333 -0.83039 -1.3 0.7 0.5
C 1.06862 -1.04791 0.25023 -0.9 -0.6 0.8
H -0.73045 2.45289 1.57888 0.2 0.1 0.1
H -0.77816 2.89731 -0.17288 0.5 -0.2 1.1
H 0.53846 3.60635 0.85345 -0.8 -1.3 0.0
H 1.30826 1.47851 -0.60895 -0.1 0.1 -0.8
H 1.61727 1.46268 1.11203 -0.3 -0.4 -0.5
H -0.99385 0.68920 -1.10570 -0.2 0.2 -1.0
H -1.99036 0.30595 0.31757 0.7 -0.2 -0.6
H -1.67831 -2.02004 0.08042 -0.1 -0.6 0.8
H -1.88940 -1.63563 -1.60289 1.3 0.2 0.9
H 0.87260 -1.92307 -1.82656 -0.6 0.7 0.3
H 0.50722 -3.01438 -0.57944 -0.2 -0.1 0.3
H 1.09888 -1.54614 1.24222 0.2 -0.4 -0.7
H 2.13723 -0.77599 0.05776 -1.0 0.3 -0.3
```
Forces are in eV/Å.

Calculated values
SMILES string = CCN1CCCC1
LUMO level = 0.043 Ha
Relative energy (zero: lowest compared OMol25 entry of this formula, charge and spin) = 1.1340 eV
Highest occupied orbital energy = -8.245 eV



No. 3
Computed, not measured: C49H43CrNO3P2S as an isolated structure, with ωB97M-V/def2-TZVPD.

The geometry in XYZ format:
```
100
Properties=species:S:1:pos:R:3:forces:R:3
Cr -0.21178 -0.88069 2.05964 0.0 1.1 -0.4
O -1.50876 -2.79398 1.48222 -0.1 0.3 -0.4
C -0.90299 -2.96364 2.55577 0.0 -0.1 0.6
O -1.77220 -0.88582 3.48056 0.0 -0.4 -0.1
C 0.33916 -3.83544 2.53410 0.1 0.0 0.1
P 1.50698 -2.58482 1.79807 0.3 -0.7 -0.1
C 3.03466 -2.71532 2.78359 0.0 0.1 0.1
C 2.91424 -2.49670 4.15922 0.1 0.0 0.1
C 4.03523 -2.53079 4.97787 -0.1 0.0 -0.1
C 5.29247 -2.76184 4.42824 0.0 0.0 0.1
C 5.42126 -2.96230 3.06298 0.0 0.0 -0.1
C 4.29632 -2.93432 2.24133 0.2 0.0 -0.1
C 1.89574 -3.22634 0.14049 0.0 0.0 0.0
C 1.31353 -2.58046 -0.94689 0.2 -0.2 0.0
C 1.51287 -3.04817 -2.24308 0.0 0.0 0.0
C 2.29319 -4.17585 -2.45549 0.0 0.0 0.0
C 2.85922 -4.84336 -1.37222 0.0 0.1 0.1
C 2.66409 -4.36898 -0.08135 0.0 -0.2 -0.1
H 0.22503 -4.69311 1.88157 -0.1 -0.2 0.0
H 0.66635 -4.12430 3.52933 0.1 -0.1 0.1
H 1.93770 -2.29031 4.58979 0.1 0.0 0.0
H 3.92839 -2.36360 6.04370 0.0 0.0 -0.1
H 6.16943 -2.78578 5.06593 -0.1 0.0 0.0
H 6.40052 -3.14176 2.62978 -0.1 0.0 0.0
H 4.41018 -3.08726 1.17319 0.0 0.1 0.1
H 0.70043 -1.70942 -0.78034 0.1 -0.2 0.1
H 1.05774 -2.52569 -3.08009 0.1 -0.1 0.2
H 2.45413 -4.54544 -3.46329 0.0 0.0 0.1
H 3.45807 -5.73330 -1.53430 -0.1 0.1 0.0
H 3.09519 -4.90779 0.75536 0.0 0.0 0.0
C -4.35089 4.35296 -2.81587 -0.1 0.1 0.0
C -3.49002 3.08455 -2.91078 0.0 -0.1 0.0
C -3.64517 2.47711 -4.31497 0.0 -0.1 -0.1
C -2.02616 3.48773 -2.72319 -0.5 -0.1 0.1
C -3.95225 2.07622 -1.84079 0.1 0.0 0.0
C -5.26860 1.60000 -1.88965 -0.1 -0.1 0.2
C -5.75799 0.73895 -0.91149 0.0 0.1 -0.1
C -4.90821 0.32324 0.10332 -0.2 0.0 0.1
S -5.25580 -0.69656 1.47053 -0.2 -0.1 0.1
C -3.59617 -0.50760 2.04223 0.3 0.2 -0.8
N -2.81586 0.21365 1.22126 -0.5 0.1 -0.2
C -3.57256 0.73192 0.16244 0.5 -0.1 0.3
C -3.12006 1.64252 -0.80689 0.1 -0.1 0.0
C -3.15197 -1.10090 3.21405 0.6 0.0 0.3
C -3.83981 -1.81704 4.18352 -0.1 -0.2 0.2
C -3.35876 -2.42047 5.33224 0.3 0.0 -0.1
C -1.98497 -2.63051 5.76156 -0.6 0.1 0.2
C -0.83680 -2.48659 5.07365 0.3 0.1 -0.3
C -0.93593 -2.05805 3.67229 -0.7 0.0 -0.2
H -4.02369 5.09515 -3.55902 -0.1 -0.2 0.1
H -4.26467 4.80006 -1.81884 0.0 0.0 -0.1
H -5.40993 4.13487 -2.99605 0.2 0.0 0.0
H -3.26465 3.17432 -5.07514 -0.1 -0.1 0.1
H -4.69207 2.25879 -4.55272 0.2 0.0 0.1
H -3.07902 1.54196 -4.39306 0.0 0.1 0.0
H -1.73631 4.19774 -3.50908 0.0 -0.1 0.1
H -1.35456 2.62064 -2.78570 -0.2 0.1 0.0
H -1.86702 3.97749 -1.75394 -0.3 -0.3 -0.4
H -5.93592 1.92946 -2.68218 0.1 -0.1 0.1
H -6.79081 0.40111 -0.94314 0.1 0.1 0.0
H -2.10256 2.01409 -0.71642 -0.1 -0.1 0.0
H -4.91273 -1.88684 4.01618 0.0 0.0 0.1
H -4.11097 -2.81679 6.00510 0.1 0.0 0.0
H -1.87529 -2.98495 6.78458 -0.1 0.0 0.0
H 0.11550 -2.71135 5.54438 -0.1 0.1 0.0
O 0.59231 0.47947 0.67254 0.1 0.0 0.3
P 1.14279 1.22430 -0.51002 -0.3 0.0 0.2
C 0.56053 2.91602 -0.52103 0.0 0.3 0.1
C 0.08224 3.44446 0.67909 0.0 0.2 -0.2
C -0.34842 4.76599 0.72729 0.0 -0.1 0.0
C -0.29967 5.55459 -0.41512 0.1 0.1 -0.1
C 0.16053 5.02437 -1.61584 0.4 0.2 0.2
C 0.57984 3.70440 -1.67129 0.4 0.1 0.1
C 0.56309 0.44121 -2.00219 -0.1 0.0 -0.5
C 1.22054 0.54126 -3.22983 -0.1 -0.1 0.0
C 0.67486 -0.06842 -4.35288 0.0 0.0 0.0
C -0.51645 -0.78056 -4.24746 0.0 0.1 -0.1
C -1.16512 -0.89216 -3.02288 0.0 0.1 0.0
C -0.62688 -0.28301 -1.89775 -0.2 0.2 -0.2
C 2.93994 1.27798 -0.53730 0.1 0.0 0.0
C 3.63603 0.36711 0.25030 0.2 0.0 0.0
C 5.02581 0.36820 0.26463 -0.1 -0.1 0.1
C 5.72640 1.27413 -0.51605 0.0 0.0 0.0
C 5.04014 2.19324 -1.30110 -0.1 0.0 0.0
C 3.65151 2.20286 -1.30522 0.1 0.1 0.0
H 0.02716 2.81793 1.55589 0.0 -0.1 0.1
H -0.73413 5.17397 1.65606 0.0 -0.1 -0.1
H -0.64000 6.58421 -0.37599 0.0 -0.1 0.0
H 0.16524 5.63232 -2.51552 0.0 -0.1 0.1
H 0.87395 3.27585 -2.62670 0.0 0.1 0.1
H 2.16257 1.07460 -3.31430 -0.1 0.0 0.0
H 1.18502 0.00423 -5.30865 -0.1 0.0 0.1
H -0.93966 -1.25485 -5.12696 0.0 0.0 0.1
H -2.09494 -1.44559 -2.93722 0.1 0.1 0.0
H -1.13326 -0.37069 -0.93988 0.0 0.0 -0.1
H 3.08683 -0.32395 0.86878 -0.1 -0.1 0.1
H 5.55907 -0.33008 0.90035 -0.1 0.0 0.0
H 6.81110 1.27504 -0.50294 -0.1 0.0 0.0
H 5.58548 2.91557 -1.89731 0.0 0.0 0.0
H 3.13181 2.95577 -1.88759 0.0 -0.1 0.0
```
Forces are in eV/Å.

Calculated values
Spin multiplicity = 5
Expectation value of S² = 6.051
LUMO level (alpha / beta) = 0.005 / 0.005 Ha
Highest occupied orbital energy (alpha / beta) = -5.234 / -5.226 eV